Formula: C43H68BCl2NO20S
Source: OMol25
Level of theory: ωB97M-V/def2-TZVPD

HOMO (eV): -7.75
SMILES: CCCCOc1cc(COC(C)=O)cc2c1Sc1c(CB(O)O)cc([C@@H](Cl)[C@H](C)Cl)cc1N2.CCOC(=O)OC.CCOC(=O)OC.CCOC(=O)OC.CCOC(=O)OC.CCOC(=O)OC

ORCA input file:
```
! wB97M-V def2-TZVPD RIJCOSX def2/J DEFGRID3
* xyz 0 1
C 4.28634 -2.44150 2.87863
C 4.89040 -3.58952 2.04857
C 5.35830 -3.18150 0.63904
C 4.48306 -2.10778 0.02530
O 4.59233 -2.04520 -1.41467
C 3.63546 -2.79293 -2.05834
C 3.90865 -4.09055 -2.47860
C 2.91199 -4.77810 -3.15864
C 3.15766 -6.17267 -3.68039
O 3.07448 -6.19699 -5.13011
C 3.96268 -5.34216 -5.70675
C 3.40481 -4.26642 -6.57592
O 5.13193 -5.48035 -5.54868
C 1.67659 -4.18464 -3.40574
C 1.40054 -2.88133 -2.98841
C 2.40233 -2.19123 -2.31607
S 2.19625 -0.52840 -1.76063
C 0.42609 -0.41093 -1.76051
C -0.15909 0.61029 -1.00002
C 0.72296 1.52682 -0.19167
B 1.01401 0.90812 1.23799
O -0.01888 0.71031 2.10376
O 2.27615 0.56361 1.65851
C -1.53842 0.77089 -0.99791
C -2.34666 -0.07706 -1.75254
C -3.86127 0.11574 -1.75845
Cl -4.17270 1.90660 -1.80128
C -4.55592 -0.56363 -2.93564
C -5.77763 0.16225 -3.50929
Cl -5.06448 -2.21911 -2.44464
C -1.74516 -1.08878 -2.48426
C -0.36123 -1.27911 -2.50184
N 0.12695 -2.34044 -3.31457
H 4.79961 -1.50342 2.69750
H 4.36419 -2.70316 3.93051
H 3.22743 -2.31439 2.66616
H 5.76616 -3.92719 2.60014
H 4.19722 -4.42514 2.00509
H 5.35221 -4.07589 0.02018
H 6.38981 -2.83430 0.65516
H 4.72621 -1.12824 0.41982
H 3.43640 -2.29412 0.26782
H 4.87017 -4.53228 -2.28333
H 4.15490 -6.50224 -3.40551
H 2.39240 -6.85759 -3.33805
H 4.16042 -3.50524 -6.72098
H 3.14433 -4.65868 -7.55526
H 2.53183 -3.81135 -6.11923
H 0.92174 -4.73213 -3.95413
H 1.64262 1.74291 -0.73108
H 0.21874 2.48603 -0.07763
H 0.31320 0.43320 2.96386
H 2.93451 0.96006 1.08183
H -1.94839 1.58071 -0.41809
H -4.25732 -0.21075 -0.80425
H -3.87096 -0.69047 -3.76151
H -6.35268 -0.55570 -4.08277
H -6.37948 0.63355 -2.74439
H -5.41974 0.89417 -4.22877
H -2.35292 -1.76535 -3.06552
H -0.52989 -3.10171 -3.19446
C -3.93884 2.56974 2.03541
C -4.55555 1.23502 1.68975
O -5.10173 0.57734 2.84308
C -6.27654 1.04636 3.25598
O -6.90869 1.93513 2.74385
O -6.64124 0.35747 4.33737
C -7.86426 0.79781 4.93148
H -3.20119 2.46021 2.83166
H -3.45282 3.00265 1.16106
H -4.69564 3.26870 2.38600
H -3.78696 0.56495 1.30450
H -5.32063 1.34349 0.92060
H -8.66636 0.82998 4.19777
H -7.73082 1.77935 5.38382
H -8.10943 0.07508 5.70416
C 8.41495 2.28113 3.99995
C 7.67652 2.16208 5.31584
O 6.39664 2.81058 5.26876
C 5.43597 2.13262 4.64466
O 5.54199 1.03843 4.15211
O 4.32798 2.87339 4.66067
C 3.22549 2.28228 3.96712
H 8.49034 3.32700 3.69965
H 9.41915 1.86745 4.09073
H 7.89272 1.74601 3.20788
H 8.22808 2.67129 6.10378
H 7.55528 1.12137 5.61511
H 3.02927 1.27375 4.32173
H 3.42148 2.27347 2.90342
H 2.35993 2.91014 4.16597
C -3.12506 5.09260 -3.42104
C -3.73563 4.00131 -4.27545
O -4.36780 4.54388 -5.44718
C -3.54353 4.89017 -6.43262
O -2.34619 4.76572 -6.43759
O -4.27647 5.39438 -7.42735
C -3.51256 5.86886 -8.53760
H -3.87317 5.85068 -3.18280
H -2.73750 4.67429 -2.49148
H -2.30719 5.58788 -3.94360
H -4.52280 3.49899 -3.72037
H -2.99576 3.25124 -4.55562
H -2.83157 5.10238 -8.90044
H -2.95561 6.76168 -8.25740
H -4.22527 6.11873 -9.31821
C 3.17338 -10.60547 4.09697
C 4.00174 -9.33958 4.05077
O 3.23210 -8.21607 3.59648
C 2.41987 -7.67676 4.50390
O 2.29802 -8.02735 5.64842
O 1.76061 -6.67351 3.92229
C 0.79364 -6.04077 4.76370
H 2.70376 -10.78797 3.12954
H 3.80134 -11.45941 4.35046
H 2.38110 -10.52811 4.84032
H 4.80994 -9.44510 3.32952
H 4.44848 -9.11698 5.01935
H 1.23900 -5.72764 5.70515
H -0.04208 -6.71372 4.94898
H 0.43956 -5.16757 4.22321
C -2.93513 9.60324 0.25642
C -3.05593 8.37142 -0.61470
O -3.43092 7.21474 0.14785
C -4.72245 7.13884 0.47144
O -5.57883 7.92620 0.16453
O -4.90090 6.03141 1.19117
C -6.23823 5.84902 1.66899
H -2.25430 9.41560 1.08775
H -2.55687 10.44314 -0.32619
H -3.90082 9.88223 0.67573
H -2.09102 8.12574 -1.05475
H -3.76274 8.52465 -1.42995
H -6.95975 5.91397 0.85810
H -6.46662 6.58842 2.43516
H -6.28616 4.85476 2.10494
*
```

Atom charges from the Löwdin analysis, given in e for atoms 1 to 99: -0.10, -0.23, -0.17, -0.20, -0.09, -0.30, 0.06, -0.20, -0.10, -0.02, -0.55, 0.03, 0.14, 0.02, -0.22, -0.34, 1.13, -0.36, -0.23, -0.06, -0.68, 0.18, 0.14, -0.02, -0.23, -0.57, 0.74, -0.74, -0.16, 0.63, 0.02, -0.22, 0.10, 0.06, 0.07, 0.06, 0.10, 0.10, 0.10, 0.12, 0.12, 0.12, 0.13, 0.12, 0.13, 0.09, 0.09, 0.08, 0.13, 0.08, 0.12, 0.11, 0.10, 0.09, 0.08, 0.09, 0.07, 0.07, 0.07, 0.09, 0.13, -0.05, -0.22, 0.05, -0.61, 0.12, 0.01, -0.04, 0.09, 0.07, 0.06, 0.11, 0.11, 0.10, 0.10, 0.09, -0.07, -0.21, 0.04, -0.61, 0.12, 0.01, -0.04, 0.08, 0.08, 0.07, 0.12, 0.12, 0.10, 0.08, 0.10, -0.06, -0.25, 0.04, -0.61, 0.12, 0.00, -0.04, 0.08

=====

Formula: C19H24FNO3
Source: OMol25
Level of theory: ωB97M-V/def2-TZVPD

Relative energy (zero: lowest compared OMol25 entry of this formula, charge and spin) (eV): 0.0000
HOMO (eV): -8.54
SMILES: CN(CCOc1ccccc1)C[C@@H](O)COCc1ccccc1F

ORCA input file:
```
! wB97M-V def2-TZVPD RIJCOSX def2/J DEFGRID3
* xyz 0 1
C -0.43021 1.50673 -2.72473
N -0.10735 1.19666 -1.34420
C -0.01496 -0.23394 -1.11519
C -1.41046 -0.87674 -1.07832
O -1.42592 -2.06323 -0.31944
C -0.87279 -3.20436 -0.82449
C -0.40744 -3.37423 -2.12300
C 0.10786 -4.59836 -2.51713
C 0.17001 -5.65929 -1.63387
C -0.29440 -5.49267 -0.33843
C -0.81100 -4.27916 0.06413
C 1.05910 1.93509 -0.88355
C 0.64532 3.36418 -0.49228
O -0.62802 3.36901 0.10394
C 1.67629 3.99356 0.46614
O 2.13383 3.16904 1.50364
C 1.27953 3.00847 2.62321
C 0.43442 1.75821 2.57108
C -0.95234 1.80557 2.53092
C -1.70505 0.64470 2.47382
C -1.08473 -0.59251 2.46009
C 0.29622 -0.66870 2.50792
C 1.03097 0.50169 2.56661
F 2.37737 0.40583 2.62355
H -0.52320 2.58426 -2.84016
H -1.38367 1.05179 -2.98576
H 0.33906 1.14444 -3.42332
H 0.43032 -0.39913 -0.13174
H 0.62221 -0.73001 -1.86514
H -1.80815 -1.05457 -2.08424
H -2.08671 -0.20071 -0.54752
H -0.44404 -2.56834 -2.83937
H 0.46462 -4.71650 -3.52997
H 0.57593 -6.60792 -1.95005
H -0.25253 -6.31370 0.36177
H -1.17960 -4.13428 1.06748
H 1.45384 1.44769 0.00854
H 1.86165 1.97464 -1.63420
H 0.61508 4.00892 -1.38851
H -1.06188 2.54949 -0.18539
H 2.57356 4.24546 -0.10599
H 1.23601 4.91573 0.86971
H 0.63116 3.88443 2.73752
H 1.95294 2.94269 3.48726
H -1.44095 2.76748 2.53341
H -2.78230 0.70726 2.44117
H -1.66909 -1.49674 2.40235
H 0.80946 -1.61794 2.50175
*
```

For each atom in turn, the natural (NBO) charge in e is: -0.42, -0.47, -0.25, -0.07, -0.51, 0.39, -0.34, -0.17, -0.25, -0.19, -0.29, -0.25, 0.06, -0.74, -0.07, -0.53, -0.08, -0.15, -0.16, -0.25, -0.18, -0.32, 0.46, -0.33, 0.21, 0.20, 0.17, 0.22, 0.17, 0.17, 0.21, 0.21, 0.21, 0.21, 0.21, 0.22, 0.22, 0.18, 0.15, 0.49, 0.19, 0.18, 0.18, 0.20, 0.23, 0.22, 0.22, 0.23

=====

Values for max |F|, eV Å⁻¹, ordered as above
1.3 0.6